Entry 1:
Formula: C4H6FNOS
Source: OMol25
Level of theory: ωB97M-V/def2-TZVPD

Structure (ORCA input):
```
! RIJCOSX wB97M-V def2-TZVPD def2/J DEFGRID3
* xyz 0 1
S -0.8530 0.2772 -2.4968
F 1.6650 1.3746 0.6335
O 0.6261 -2.4615 -1.2457
N -0.3519 -0.3484 -0.9337
C 0.2706 1.4207 0.7008
C -0.4850 0.1657 0.4413
C 0.2410 -1.4747 -0.6425
C 0.0689 -1.2025 0.8764
H 0.0098 1.6335 1.7504
H 1.0192 -1.3564 1.5172
H -1.5081 0.2968 0.7064
H -0.1026 2.1617 -0.0978
H -0.7500 -1.7040 1.3783
H 0.1502 1.2172 -2.5879
*
```

Properties
- HOMO energy (eV) = -9.86
- SMILES = O=C1C[C@@H](CF)N1S
- HOMO-LUMO gap (Eh) = 0.3807

Population analysis type Löwdin, resulting atomic charges in e: atom 1 (S): 0.818, atom 2 (F): -0.041, atom 3 (O): 0.067, atom 4 (N): -0.374, atom 5 (C): -0.168, atom 6 (C): -0.297, atom 7 (C): -0.549, atom 8 (C): -0.004, atom 9 (H): 0.130, atom 10 (H): 0.153, atom 11 (H): 0.137, atom 12 (H): 0.139, atom 13 (H): 0.108, atom 14 (H): -0.121



Entry 2:
Formula: C4H6N2O4
Source: OMol25
Level of theory: ωB97M-V/def2-TZVPD

Structure (ORCA input):
```
! RIJCOSX wB97M-V def2-TZVPD def2/J DEFGRID3
* xyz 0 3
O 1.9888 -0.8673 -1.0787
O 1.1382 1.7994 -0.6255
O 0.4408 1.9481 1.4015
O 1.8743 -1.5782 0.9660
N 1.5400 -0.9647 0.0101
N 0.5738 1.3640 0.3510
C -0.9487 0.4726 -1.9966
C -0.8255 -0.2733 -0.9086
C -0.4970 -0.4829 1.5886
C 0.0167 0.0074 0.2667
H -1.3756 0.0899 1.8798
H -0.4048 1.3908 -2.1432
H -0.7670 -1.5340 1.5253
H 0.2552 -0.3587 2.3645
H -1.6167 0.1775 -2.7869
H -1.3923 -1.1908 -0.8140
*
```

Properties
- HOMO energy (spin up / spin down) (eV) = -6.48 / -10.47
- expectation value of S² = 2.022
- HOMO-LUMO gap (spin up / spin down) (Eh) = 0.2200 / 0.2244

Population analysis type Löwdin, resulting atomic charges in e: atom 1 (O): 0.185, atom 2 (O): 0.032, atom 3 (O): 0.056, atom 4 (O): 0.169, atom 5 (N): -0.272, atom 6 (N): -0.405, atom 7 (C): 0.090, atom 8 (C): -0.077, atom 9 (C): -0.039, atom 10 (C): -0.285, atom 11 (H): 0.103, atom 12 (H): 0.070, atom 13 (H): 0.092, atom 14 (H): 0.088, atom 15 (H): 0.072, atom 16 (H): 0.120



Entry 3:
Formula: C6H19B2Be2Cl13
Source: OMol25
Level of theory: ωB97M-V/def2-TZVPD

Structure (ORCA input):
```
! RIJCOSX wB97M-V def2-TZVPD def2/J DEFGRID3
* xyz 2 1
Cl 17.9065 2.8714 -16.2984
Cl 5.3385 7.7934 -16.0463
Cl 12.4435 -4.3137 -10.8069
Cl 10.9589 9.0119 -11.6266
Cl 8.8934 -1.7520 -14.9562
Cl 12.9233 -6.4897 -12.8319
Cl 11.5135 -1.3202 -16.1336
Cl 16.3990 3.1140 -13.8114
Cl 13.7061 9.2123 -10.5664
Cl 3.9725 0.8080 -9.1363
Cl 9.1418 -0.3305 -17.5760
Cl 4.6489 4.9887 -16.7963
Cl 5.4000 0.5828 -6.7281
C 12.5795 9.7208 -11.8383
C 17.9705 2.6553 -14.5190
C 3.9718 0.0405 -7.5973
C 9.8803 -0.6347 -15.9342
C 13.4642 -5.6978 -11.3833
C 5.9642 6.2270 -16.4767
B 10.2828 2.4447 -10.5243
B 12.7373 4.0982 -5.6873
Be 14.0315 1.1333 -8.5951
Be 8.9324 5.6895 -7.4261
H 18.0855 1.5807 -14.3770
H 3.8666 -1.0403 -7.6911
H 12.4119 4.9058 -5.0500
H 18.7546 3.3224 -14.1609
H 13.6583 3.7012 -5.2893
H 11.9626 3.3482 -5.6469
H 12.9294 4.4827 -6.6770
H 9.2959 2.6888 -10.8859
H 6.5019 6.2845 -17.4231
H 10.1437 2.0172 -9.5435
H 14.4944 -5.3591 -11.4934
H 6.6681 5.9368 -15.6967
H 10.7981 1.7050 -11.1173
H 12.9127 9.5638 -12.8642
H 12.4143 10.7932 -11.7350
H 10.8427 3.3499 -10.3467
H 13.5021 -6.4068 -10.5562
H 10.0275 0.2799 -15.3598
H 3.1266 0.4436 -7.0392
*
```

Properties
- HOMO energy (eV) = -14.07
- HOMO-LUMO gap (Eh) = 0.0533

Population analysis type Löwdin, resulting atomic charges in e: atom 1 (Cl): 0.504, atom 2 (Cl): 0.575, atom 3 (Cl): 0.463, atom 4 (Cl): 0.467, atom 5 (Cl): 0.521, atom 6 (Cl): 0.577, atom 7 (Cl): 0.514, atom 8 (Cl): 0.468, atom 9 (Cl): 0.500, atom 10 (Cl): 0.568, atom 11 (Cl): 0.506, atom 12 (Cl): 0.506, atom 13 (Cl): 0.518, atom 14 (C): -1.012, atom 15 (C): -0.976, atom 16 (C): -1.056, atom 17 (C): -1.478, atom 18 (C): -1.023, atom 19 (C): -0.984, atom 20 (B): -0.173, atom 21 (B): -0.139, atom 22 (Be): 0.934, atom 23 (Be): 0.843, atom 24 (H): 0.023, atom 25 (H): 0.050, atom 26 (H): 0.034, atom 27 (H): 0.032, atom 28 (H): 0.001, atom 29 (H): 0.013, atom 30 (H): 0.008, atom 31 (H): 0.015, atom 32 (H): 0.033, atom 33 (H): 0.014, atom 34 (H): 0.031, atom 35 (H): 0.033, atom 36 (H): -0.010, atom 37 (H): 0.040, atom 38 (H): 0.025, atom 39 (H): -0.035, atom 40 (H): 0.031, atom 41 (H): 0.009, atom 42 (H): 0.033



Entry 4:
Formula: C3H5O3Pb
Source: OMol25
Level of theory: ωB97M-V/def2-TZVPD

Structure (ORCA input):
```
! RIJCOSX wB97M-V def2-TZVPD def2/J DEFGRID3
* xyz 2 2
Pb 0.1859 2.5745 -0.4800
O 2.6091 0.6345 0.6706
O -1.0613 0.8311 -0.7219
O 0.8504 -0.3830 0.1052
C -0.4066 -0.4819 -0.5876
C 1.3995 0.7756 0.2702
C -1.5899 -0.7947 0.3444
H -1.8108 -1.4565 -0.6854
H -1.8240 -0.0963 1.1558
H -0.2392 -1.2723 -1.3529
H -1.3016 -1.6664 0.9429
H 3.1886 1.3354 0.3386
*
```

Properties
- HOMO energy (spin up / spin down) (eV) = -20.29 / -20.31
- expectation value of S² = 0.756
- HOMO-LUMO gap (spin up / spin down) (Eh) = 0.3409 / 0.2682

Population analysis type Löwdin, resulting atomic charges in e: atom 1 (Pb): 1.700, atom 2 (O): 0.213, atom 3 (O): -0.255, atom 4 (O): 0.084, atom 5 (C): -0.317, atom 6 (C): -0.385, atom 7 (C): 0.074, atom 8 (H): 0.218, atom 9 (H): 0.149, atom 10 (H): 0.209, atom 11 (H): 0.144, atom 12 (H): 0.168



Entry 5:
Formula: C23H20Cl2O4PYb
Source: OMol25
Level of theory: ωB97M-V/def2-TZVPD

Structure (ORCA input):
```
! RIJCOSX wB97M-V def2-TZVPD def2/J DEFGRID3
* xyz 0 2
Yb -0.1261 0.4135 1.9358
Cl -0.1559 0.3687 6.5792
Cl 2.1304 1.5022 2.0425
P 0.0332 0.3410 -0.8919
O -0.9800 1.5255 5.9987
O 1.3642 0.2638 6.3349
O 0.2859 0.3269 4.0462
O -0.7989 -1.0310 6.4093
C 0.2507 4.4090 -0.8943
C -1.0342 -2.1414 2.1265
C 0.0293 3.1558 -0.3433
C 0.8995 2.1307 -2.4617
C 0.4074 -2.2769 1.8321
C 3.5723 -1.5124 -1.3982
C 1.3011 -0.7777 -1.3430
C 0.1887 -1.0136 3.8347
C 1.9563 -2.2278 -3.1074
C 3.2460 -2.2257 -2.5628
C -2.0569 -1.5140 -1.0633
C -1.1561 -1.4752 3.3040
C 0.3557 2.0434 -1.1712
C 0.9480 -1.5060 -2.4898
C 1.0834 3.4004 -2.9820
C 0.7630 4.5172 -2.2004
C -1.6307 -0.1703 -1.2263
C -2.4850 0.8520 -1.6916
C -4.1535 -0.8466 -2.0574
C -3.3301 -1.8409 -1.5080
C -3.7406 0.4903 -2.1465
C 2.5918 -0.7777 -0.7498
C 1.0841 -1.6786 2.8414
H -0.0791 -1.4462 -2.8668
H -2.0889 -1.1162 3.7155
H 1.4789 3.4607 -3.9984
H -5.1407 -1.1103 -2.4225
H 0.9202 5.4951 -2.6354
H 0.8106 -2.7117 0.9271
H 2.1527 -1.6595 3.0248
H -1.8218 -2.3487 1.3761
H 0.0175 5.2993 -0.3065
H -2.1045 1.8783 -1.7403
H 1.1283 1.2039 -3.0037
H 0.5788 -1.5287 4.8063
H 1.6919 -2.7697 -4.0162
H -0.3340 3.0095 0.6946
H -3.6647 -2.8766 -1.4392
H 2.7717 -0.1835 0.1639
H -4.3710 1.2683 -2.5760
H 4.5855 -1.5193 -0.9993
H -1.3864 -2.2699 -0.6298
H 4.0121 -2.7994 -3.0710
*
```

Properties
- HOMO energy (spin up / spin down) (eV) = -7.81 / -6.20
- expectation value of S² = 0.764
- HOMO-LUMO gap (spin up / spin down) (Eh) = 0.2697 / 0.1268

Population analysis type Löwdin, resulting atomic charges in e: atom 1 (Yb): 1.108, atom 2 (Cl): 0.992, atom 3 (Cl): -0.094, atom 4 (P): 0.942, atom 5 (O): -0.427, atom 6 (O): -0.385, atom 7 (O): -0.389, atom 8 (O): -0.454, atom 9 (C): -0.067, atom 10 (C): -0.121, atom 11 (C): -0.100, atom 12 (C): -0.092, atom 13 (C): -0.120, atom 14 (C): -0.066, atom 15 (C): -0.398, atom 16 (C): -0.599, atom 17 (C): -0.077, atom 18 (C): -0.071, atom 19 (C): -0.121, atom 20 (C): -0.084, atom 21 (C): -0.399, atom 22 (C): -0.110, atom 23 (C): -0.066, atom 24 (C): -0.062, atom 25 (C): -0.377, atom 26 (C): -0.087, atom 27 (C): -0.080, atom 28 (C): -0.077, atom 29 (C): -0.077, atom 30 (C): -0.076, atom 31 (C): -0.107, atom 32 (H): 0.107, atom 33 (H): 0.121, atom 34 (H): 0.111, atom 35 (H): 0.102, atom 36 (H): 0.103, atom 37 (H): 0.102, atom 38 (H): 0.128, atom 39 (H): 0.095, atom 40 (H): 0.114, atom 41 (H): 0.104, atom 42 (H): 0.109, atom 43 (H): 0.177, atom 44 (H): 0.108, atom 45 (H): 0.085, atom 46 (H): 0.111, atom 47 (H): 0.040, atom 48 (H): 0.110, atom 49 (H): 0.112, atom 50 (H): 0.099, atom 51 (H): 0.102



Entry 6:
Formula: C6H15NO
Source: OMol25
Level of theory: ωB97M-V/def2-TZVPD

Structure (ORCA input):
```
! RIJCOSX wB97M-V def2-TZVPD def2/J DEFGRID3
* xyz 0 1
O -1.7033 -0.7588 -2.4520
N -0.6174 2.4193 -0.5377
C 1.2151 0.3897 0.6582
C -0.2473 0.1891 0.4336
C -0.0291 -2.0324 1.7207
C -1.0925 1.1481 -0.1117
C 1.9137 1.1883 -0.5362
C -0.7389 -1.1787 0.7431
H 0.0572 2.3250 -1.1940
H 1.2470 0.8924 1.5591
H -0.8223 -0.9333 -2.0624
H -2.2392 -1.2311 -1.7450
H -0.4166 -1.6895 -0.2489
H -1.3838 2.8948 -1.0641
H 1.9356 0.7473 -1.4952
H -2.1998 0.9211 -0.0838
H 3.0057 1.3485 -0.3023
H 1.7712 -0.5484 0.8156
H 1.8063 2.2057 -0.6448
H 0.1771 -1.4761 2.6021
H -0.6323 -2.9882 1.8183
H -1.8972 -1.3969 0.7288
H 0.8911 -2.4361 1.3987
*
```

Properties
- HOMO energy (eV) = -7.66
- SMILES = CCC(=CN)CC.O
- HOMO-LUMO gap (Eh) = 0.3104

Population analysis type Löwdin, resulting atomic charges in e: atom 1 (O): -0.096, atom 2 (N): 0.042, atom 3 (C): -0.153, atom 4 (C): -0.304, atom 5 (C): -0.138, atom 6 (C): -0.149, atom 7 (C): -0.081, atom 8 (C): -0.274, atom 9 (H): -0.004, atom 10 (H): 0.091, atom 11 (H): 0.018, atom 12 (H): 0.058, atom 13 (H): 0.116, atom 14 (H): 0.102, atom 15 (H): 0.060, atom 16 (H): 0.125, atom 17 (H): 0.086, atom 18 (H): 0.106, atom 19 (H): 0.021, atom 20 (H): 0.072, atom 21 (H): 0.104, atom 22 (H): 0.147, atom 23 (H): 0.051



| no. | molecular weight (g mol⁻¹) |
| --- | --- |
| 1 | 135.2 |
| 2 | 146.1 |
| 3 | 591.8 |
| 4 | 296.3 |
| 5 | 635.3 |
| 6 | 117.2 |